Entry 1:
Entry from the OMol25 dataset: a structure of composition C10H18Cl3F6MgN5O6S2 (ωB97M-V/def2-TZVPD).

Calculated values
**LUMO energy**: -0.025 eV
**F_max**: 0.79 eV/Å
**Net charge**: 0

Each line ends with the Mulliken charge.
Geometry (Å):
Mg  -0.04605  0.11088  -0.00963  2.567
N  0.18776  -0.18203  -2.19963  -0.538
C  0.27617  -1.49179  -2.86261  -0.875
C  1.17620  -2.42863  -2.06934  -0.988
N  0.80351  -2.52615  -0.66773  0.783
C  -0.31216  -3.43305  -0.42123  -0.992
C  -1.66336  -2.73055  -0.37937  -0.796
N  -1.56969  -1.55720  0.48767  -0.476
C  1.94139  -2.74433  0.22212  -0.907
C  2.84284  -1.52713  0.32316  -1.028
N  2.06090  -0.34913  0.70687  -0.518
H  -0.56022  0.37557  -2.60201  0.193
H  1.03624  0.35331  -2.36853  0.215
H  0.66575  -1.40561  -3.88139  0.495
H  -0.73117  -1.89797  -2.94399  0.292
H  2.19723  -2.04954  -2.13279  0.313
H  1.17926  -3.41611  -2.55614  0.402
H  -0.15303  -3.91112  0.54815  0.504
H  -0.34573  -4.24127  -1.16489  0.271
H  -2.41912  -3.44891  -0.04415  0.466
H  -1.96675  -2.39086  -1.36976  0.270
H  -1.42732  -1.84545  1.45182  0.141
H  -2.43471  -1.02462  0.48447  0.229
H  2.54147  -3.61982  -0.07062  0.318
H  1.54087  -2.94324  1.21775  0.538
H  3.33907  -1.32257  -0.62801  0.430
H  3.63447  -1.75050  1.04508  0.500
H  2.63097  0.48668  0.62647  0.177
H  1.81420  -0.42374  1.70234  0.264
F  0.98612  5.60176  0.73522  -0.195
C  1.15766  4.62155  -0.14051  0.452
F  2.45925  4.48202  -0.39624  -0.207
F  0.53304  4.93173  -1.27168  -0.197
S  0.53102  3.04604  0.57604  1.022
O  0.81392  2.03561  -0.45664  -0.792
O  1.22060  2.92893  1.81447  -0.629
N  -1.01223  3.30835  0.71790  -0.425
S  -2.14906  2.56359  -0.07164  1.040
O  -1.80018  1.21121  -0.52439  -0.878
O  -3.40931  2.73631  0.56162  -0.630
C  -2.31872  3.47022  -1.66710  0.534
F  -2.40752  4.77583  -1.44052  -0.211
F  -1.27819  3.23842  -2.47353  -0.199
F  -3.42230  3.05772  -2.28861  -0.220
Cl  -1.45822  -1.11790  5.16710  -0.153
C  -1.25611  0.29565  4.11464  0.931
Cl  -2.83486  0.74671  3.45951  -0.140
Cl  -0.58679  1.64937  5.04504  -0.153
C  -0.22407  -0.01262  2.97706  -0.069
O  0.69317  -0.78544  3.23732  -0.757
O  -0.47619  0.54982  1.88083  -0.376

Entry 2:
Entry from the OMol25 dataset: the ion C4H9N2 with charge +1 in a non-equilibrium geometry (ωB97M-V/def2-TZVPD).

Calculated values
**⟨S²⟩**: 2.006
**LUMO energy (alpha / beta)**: -2.988 / -7.727 eV
**F_max**: 10.54 eV/Å
**Net charge**: +1
**Multiplicity**: 3

Each line ends with the Löwdin spin population.
Geometry (Å):
C  1.75980  1.34697  1.09592  0.851
C  0.92357  0.69381  0.52319  0.804
C  -0.12715  -1.34998  0.50383  0.017
C  0.02301  0.08671  -1.47662  0.033
N  -1.45643  0.57785  0.30929  0.136
N  -0.19904  0.02249  -0.00117  0.077
H  2.53107  1.69809  1.75183  0.049
H  -0.88555  -2.15407  0.13445  0.001
H  0.83308  -1.68913  0.31027  0.007
H  -0.19548  -1.26318  1.52811  0.000
H  -0.80919  -0.51278  -2.05459  0.008
H  0.26240  1.14930  -1.84460  0.000
H  0.92357  -0.53888  -1.63210  0.008
H  -1.80390  1.35837  -0.33041  0.003
H  -1.77978  0.57443  1.18261  0.004

Entry 3:
Entry from the OMol25 dataset: a structure of composition C3H7NO3 in a non-equilibrium geometry (ωB97M-V/def2-TZVPD).

Calculated values
**LUMO energy (alpha / beta)**: -0.248 / -0.247 eV
**F_max**: 6.76 eV/Å
**Net charge**: 0

Each line ends with the Mulliken charge.
Geometry (Å):
C  0.93333  0.35671  -0.67867  0.498
C  -0.23039  1.24232  -0.94748  -1.090
N  -1.31877  -1.28000  1.07098  -0.470
C  1.10841  -0.50373  0.36380  0.207
O  1.83665  0.19850  -1.69791  -0.504
O  -1.21201  -0.66467  2.30528  -0.429
O  1.91489  -0.95384  1.14105  -0.445
H  1.41330  0.42204  -2.54052  0.319
H  -1.18820  0.21306  2.71447  0.348
H  -1.53868  -2.26057  0.87942  0.293
H  -0.10332  -1.27385  0.51001  0.286
H  0.07232  2.29436  -0.96897  0.326
H  -0.65799  1.04433  -1.93898  0.337
H  -1.02953  1.16533  -0.21247  0.323

Entry 4:
Entry from the OMol25 dataset: a cluster of 3 separate species, C4H8O2 in total in a non-equilibrium geometry (ωB97M-V/def2-TZVPD).

Calculated values
**LUMO energy**: 0.932 eV
**F_max**: 1.45 eV/Å
**Net charge**: 0

Each line ends with the Mulliken charge.
Geometry (Å):
C  1.90360  -0.36646  -0.00670  -0.971
C  0.61513  -0.46355  0.75619  -0.199
C  -0.47512  -1.06030  0.28676  -0.214
O  -1.62061  -1.16866  1.02196  -0.513
C  -1.93887  1.02739  -1.65063  0.146
O  -2.83003  0.61213  -1.07808  -0.139
H  2.22217  0.67748  -0.10909  0.267
H  1.80010  -0.78292  -1.01479  0.288
H  2.71468  -0.90355  0.49949  0.303
H  0.12274  2.12276  0.02276  -0.329
H  0.57345  -0.04303  1.76069  0.361
H  -0.49965  -1.51193  -0.70749  0.340
H  -2.34389  -1.44089  0.44738  0.347
H  0.26379  2.83331  -0.11926  0.313

Entry 5:
Entry from the OMol25 dataset: an isolated molecule of C3H5Br in a non-equilibrium geometry (ωB97M-V/def2-TZVPD).

Calculated values
**LUMO energy**: 0.896 eV
**F_max**: 7.64 eV/Å
**Net charge**: 0

Each line ends with the Mulliken charge.
Geometry (Å):
C  0.60999  -0.09088  0.01922  -1.006
C  -0.81976  -0.49239  0.00591  -0.051
C  -1.95982  0.52083  -0.06855  -0.413
Br  -3.70376  -0.10285  0.01713  -0.142
H  0.80541  0.95648  0.20157  0.313
H  1.02766  -0.67760  -0.84490  0.248
H  1.19206  -0.50588  0.78724  0.344
H  -1.16198  -1.52879  -0.02327  0.338
H  -2.01064  1.55797  0.12393  0.368

Entry 6:
Entry from the OMol25 dataset: an isolated molecule of C4H6N2O in a non-equilibrium geometry (ωB97M-V/def2-TZVPD).

Calculated values
**LUMO energy**: 0.430 eV
**F_max**: 1.05 eV/Å
**Net charge**: 0

Each line ends with the Mulliken charge.
Geometry (Å):
C  2.07456  -0.26220  0.33124  -1.136
C  0.67228  0.18896  -0.04049  0.532
N  0.06475  -0.46194  -1.19212  -0.524
C  -1.19184  -0.43230  -0.94496  -0.126
C  -1.43398  0.17501  0.38171  0.559
O  -2.62091  0.54465  0.89840  -0.485
N  -0.33309  0.39334  0.99085  -0.574
H  2.70515  -0.24939  -0.56912  0.319
H  2.12455  -1.26342  0.77111  0.290
H  2.48354  0.46071  1.04605  0.318
H  0.71547  1.26238  -0.26937  0.143
H  -1.93908  -0.79638  -1.64892  0.372
H  -3.32139  0.44057  0.24563  0.311

Entry 7:
Entry from the OMol25 dataset: a cluster of 2 separate species, C3H7NO3 in total in a non-equilibrium geometry (ωB97M-V/def2-TZVPD).

Calculated values
**LUMO energy (alpha / beta)**: 0.703 / -0.463 eV
**F_max**: 2.42 eV/Å
**Net charge**: 0

Each line ends with the Mulliken charge.
Geometry (Å):
N  2.64083  2.66201  -1.41369  0.320
O  3.60342  2.92238  -2.00465  -0.301
C  0.02705  -1.71702  0.44025  -1.370
C  -0.22750  -0.23780  0.52916  0.660
C  -1.65808  0.10337  0.17474  -1.241
O  0.74265  0.28261  -0.42554  -0.026
O  0.72461  1.60299  -0.34165  -0.341
H  -0.59538  -2.28278  1.13322  0.385
H  -0.24159  -2.05256  -0.56120  0.357
H  1.06641  -1.95511  0.64859  0.327
H  0.02271  0.20006  1.50433  0.227
H  -2.32005  -0.38543  0.90202  0.342
H  -1.85988  1.17991  0.21791  0.339
H  -1.92518  -0.32263  -0.80349  0.321

Entry 8:
Entry from the OMol25 dataset: a cluster of 2 separate species, CF2O3 in total in a non-equilibrium geometry (ωB97M-V/def2-TZVPD).

Calculated values
**LUMO energy (alpha / beta)**: -5.516 / -5.557 eV
**F_max**: 2.71 eV/Å
**Net charge**: 0

Each line ends with the Mulliken charge.
Geometry (Å):
C  0.77476  -0.84822  -0.20895  0.733
O  1.45022  -1.73927  -0.61234  -0.382
O  0.10731  -0.17166  -1.03607  -0.309
O  -1.40218  1.72585  -0.17730  0.053
F  0.77997  -0.31903  1.00838  -0.186
F  -1.71008  1.35232  1.02628  0.092